Density functional theory data (the ωB97M-V functional and the def2-TZVPD basis) for a structure of composition C31H32AsBrCaF6IN2.

The value obtained for the highest occupied orbital energy (spin up / spin down) is -8.6 / -8.6 eV. As for the max |F|: 0.40 eV Å⁻¹. As for the total energy: -209377.4750 eV. For the LUMO energy (spin up / spin down), the calculation gives 0.05 / -2.38 eV. The value obtained for the energy relative to the best compared isomer or geometry (same formula, charge and spin) is 11.2 kcal/mol. Its expectation value of S² is 0.798.

ORCA input file:
```
! RIJCOSX wB97M-V def2-TZVPD def2/J DEFGRID3
* xyz 0 2
H -4.540 -1.220 4.337
H -1.553 -4.401 0.420
H 2.589 -0.567 -2.341
H 3.750 -2.131 -0.804
C 1.094 5.380 0.876
C 2.769 -2.398 -1.204
C 2.696 -3.904 -1.455
H 2.987 8.091 1.587
As -3.819 1.338 -1.104
H 1.859 -2.521 0.764
H 3.465 -4.208 -2.170
H 1.758 -0.924 0.023
C -3.591 -5.474 1.757
C 2.201 6.119 1.251
C 0.234 -3.853 -0.984
H -2.821 -6.137 2.154
I -1.705 4.824 -0.045
C -2.039 -3.659 1.024
H 1.824 -3.813 -4.054
C -0.163 7.398 0.579
H 1.305 1.738 2.397
C 1.311 -4.256 -2.001
C 3.809 2.824 0.437
N -0.636 -1.749 0.253
F -2.208 1.624 -1.852
C 1.701 -1.997 -0.184
F -4.169 3.003 -1.221
H 3.551 2.647 2.560
C 1.147 -2.013 -3.069
Ca -0.976 0.655 -0.094
C 2.525 -1.646 -2.514
H 0.404 -4.401 -0.054
H -0.747 -4.130 -1.378
C 0.292 -2.344 -0.708
H -3.487 0.067 3.740
H 0.094 -3.786 -3.731
F -2.927 1.680 0.447
H 0.875 9.220 0.987
H -0.931 -1.848 -2.427
C 2.127 7.504 1.296
C -0.101 6.011 0.540
C 0.071 -1.613 -2.054
C -3.800 -3.096 2.550
H 2.884 -4.450 -0.526
C 1.179 1.747 0.236
C 3.231 2.618 -0.814
C -2.270 -1.401 1.884
H -3.811 -5.797 0.739
H 1.153 4.303 0.822
F -3.162 -0.295 -0.887
H -4.667 -3.399 3.125
H -4.956 -0.345 2.863
H 3.297 -1.904 -3.244
H 0.132 -0.520 -1.949
Br -1.740 8.339 0.127
C 0.947 8.142 0.961
F -5.210 0.960 -0.193
C -1.581 -2.308 1.014
H -4.490 -5.610 2.355
H -1.911 -0.381 2.001
C -3.374 -1.763 2.615
C -4.127 -0.761 3.440
H 3.122 5.608 1.499
C 5.125 3.385 0.532
H 1.541 1.960 -1.890
N 6.180 3.837 0.607
H 3.782 2.884 -1.707
C 1.952 2.084 -0.888
C 3.100 2.489 1.589
H 1.241 -5.334 -2.166
F -4.518 0.942 -2.601
C 1.821 1.968 1.467
H 0.965 -1.473 -4.002
C -3.131 -4.043 1.779
C 1.071 -3.519 -3.318
*
```

These are the Löwdin partial charges, in e, on atoms 1 to 5: 0.082 0.089 0.112 0.146 -0.144

=====

Density functional theory data (the ωB97M-V functional and the def2-TZVPD basis) for a cluster of 2 separate species, C4H7INO in total.

The value obtained for the highest occupied orbital energy is -13.8 eV. As for the max |F|: 5.94 eV Å⁻¹. As for the total energy: -15889.1835 eV. For the LUMO energy, the calculation gives -4.52 eV. The value obtained for the energy relative to the best compared isomer or geometry (same formula, charge and spin) is 64.7 kcal/mol.

ORCA input file:
```
! RIJCOSX wB97M-V def2-TZVPD def2/J DEFGRID3
* xyz 1 1
H -0.992 2.116 0.683
I -2.846 0.475 -0.415
O -0.727 -3.096 0.397
H 1.933 0.458 -0.469
C 1.414 -0.193 0.281
H -0.736 -2.487 -1.596
C -0.852 -2.420 -0.564
C -0.046 1.825 0.213
C -0.941 -0.330 -0.137
H -0.086 2.101 -0.804
N 0.088 0.391 0.194
H 1.499 -1.351 0.059
H 0.537 2.404 0.884
H 1.756 0.106 1.274
*
```

These are the natural (NBO) partial charges, in e, on atoms 1 to 5: 0.246 0.317 -0.358 0.235 -0.415

=====

Density functional theory data (the ωB97M-V functional and the def2-TZVPD basis) for a structure of composition C27H55BCl24O6S.

The value obtained for the highest occupied orbital energy is -9.8 eV. As for the max |F|: 3.32 eV Å⁻¹. As for the total energy: -353230.0608 eV. For the LUMO energy, the calculation gives 0.33 eV.

ORCA input file:
```
! RIJCOSX wB97M-V def2-TZVPD def2/J DEFGRID3
* xyz 0 1
Cl 0.118 -3.872 0.547
H -3.822 -1.143 -6.004
H 6.138 0.549 7.634
O -2.088 1.374 0.401
C -3.473 1.798 0.193
C -1.294 -5.694 -0.927
H -7.411 -0.837 -1.138
H 2.197 -1.986 0.707
Cl 5.211 0.283 1.203
H -4.010 1.201 0.963
H -0.838 -5.922 1.154
H 8.430 2.663 4.212
H 3.285 0.657 4.330
H -2.377 6.095 1.862
H 1.450 -1.190 -1.470
C -3.810 1.578 -1.320
C -5.648 -3.923 -3.730
C 2.864 -2.098 -0.144
C -1.155 6.524 0.156
Cl 6.391 3.899 2.562
C 2.069 -2.085 -1.431
H -3.838 1.625 5.726
H -0.320 6.826 0.789
H -5.748 2.374 -1.986
H 4.204 -0.719 3.739
Cl -3.575 5.234 0.041
H -4.169 0.565 -6.289
H 9.645 2.203 3.017
H 3.587 -1.289 -0.117
H -4.717 -4.442 -3.502
H -1.586 4.671 1.179
H -6.794 -4.709 -2.073
H -6.229 -10.776 -4.427
Cl -2.654 1.554 3.705
H -7.137 -8.523 -4.589
H -5.996 2.474 4.979
H -5.632 -0.094 -8.253
H -3.509 2.899 0.360
Cl 2.981 7.137 2.175
C 10.156 3.009 -1.484
C 8.858 2.922 3.246
Cl 3.123 -2.051 -2.872
Cl 2.107 3.872 1.736
H 4.993 6.161 1.471
C -3.874 2.224 4.817
Cl 3.741 -3.640 0.079
C -2.076 5.613 0.932
H -5.455 -8.463 -5.124
Cl -5.446 3.301 2.857
C 8.953 2.540 -2.271
Cl 6.968 0.576 5.426
Cl -5.259 -2.421 -8.168
H -2.072 -4.700 0.831
H -0.340 -6.028 -1.332
C 4.081 5.758 1.911
O -6.831 1.304 0.399
Cl -5.786 -7.374 -3.060
H -5.854 -3.260 -1.704
H 7.432 -0.625 7.384
H -5.328 0.806 -2.719
H 1.418 -2.951 -1.510
O -0.564 -0.216 -0.664
C -5.298 1.378 -1.757
H 11.087 2.758 -1.989
C -6.459 -3.751 -2.467
C 7.815 2.903 2.152
H -3.491 2.468 -1.921
Cl -4.188 -10.373 -3.348
C 5.510 -1.320 6.747
H -3.580 3.242 5.067
H 5.846 -2.028 5.990
C -5.264 2.177 4.227
B -6.229 0.619 -0.683
H -5.402 -2.963 -4.181
H 5.240 1.531 3.182
Cl -6.500 -4.903 -4.948
Cl 2.162 -0.433 2.590
H 8.027 2.696 -1.718
H 8.888 3.092 -3.209
H 3.825 1.912 2.200
H -6.470 -10.175 -2.784
H -1.975 -6.545 -0.909
C -1.140 -5.131 0.467
C 4.438 1.099 2.587
Cl -1.986 -4.503 -2.059
C 6.517 -0.215 6.958
O -2.856 0.586 -1.808
H -3.929 -0.514 -8.458
H 4.229 3.965 0.749
C -4.825 -0.719 -7.873
Cl -6.033 -0.560 -5.423
H 8.220 3.262 1.210
C -5.901 -10.031 -3.701
H -5.519 1.177 3.880
C -6.102 -8.644 -4.267
H 4.329 5.333 2.882
H 3.137 5.167 0.056
Cl 3.919 -0.692 6.247
C -4.555 -0.448 -6.411
Cl -0.461 5.712 -1.269
Cl -7.896 -2.726 -2.719
H 5.358 -1.864 7.679
Cl 10.207 2.301 0.151
C 3.624 0.145 3.437
S -2.011 -0.010 -0.522
O -6.503 -0.770 -0.813
C 3.482 4.722 0.988
H 7.454 1.884 2.001
Cl 9.641 4.516 3.399
H -1.668 7.423 -0.184
O -2.848 -1.150 -0.091
H 10.117 4.091 -1.359
H -6.733 2.256 0.299
Cl 9.059 0.813 -2.693
*
```

These are the Löwdin partial charges, in e, on atoms 1 to 5: 0.628 0.071 0.072 -0.230 -0.191

=====

Density functional theory data (the ωB97M-V functional and the def2-TZVPD basis) for a structure of composition C28H24Cl5N5O4SV.

The value obtained for the highest occupied orbital energy (spin up / spin down) is -10.1 / -10.2 eV. As for the max |F|: 0.55 eV Å⁻¹. As for the total energy: -144199.9351 eV. For the LUMO energy (spin up / spin down), the calculation gives -2.96 / -3.10 eV. The value obtained for the energy relative to the best compared isomer or geometry (same formula, charge and spin) is 0.0 kcal/mol. Its expectation value of S² is 2.013.

ORCA input file:
```
! RIJCOSX wB97M-V def2-TZVPD def2/J DEFGRID3
* xyz 1 3
Cl 5.433 3.341 -2.144
H -4.841 1.136 0.109
H 3.999 -3.037 2.841
C -3.993 1.046 0.775
H 0.161 2.903 6.846
N 0.808 -3.074 3.480
H -0.988 -4.070 3.908
C 3.209 2.360 -0.980
C -0.402 -3.229 4.274
C 2.624 -2.398 0.515
Cl -0.719 2.910 -1.333
Cl 4.259 1.448 0.048
N 2.091 -1.373 -0.134
H 3.965 -1.507 -2.916
C -4.133 1.211 2.148
H -0.010 -2.277 -2.103
O 1.385 1.388 0.130
N 2.127 -2.671 1.816
C 2.102 -3.271 3.929
H 4.946 -3.443 -1.676
H -0.110 -3.404 5.306
H 2.578 0.124 2.268
O -5.385 1.483 4.149
C 0.817 -2.712 2.182
C 2.926 -3.022 2.898
V 0.195 -0.125 0.296
C -0.524 0.687 3.112
H 2.109 -0.240 -1.850
C 2.875 3.953 -2.754
N 0.540 0.343 2.376
Cl 3.511 4.998 -3.960
C -5.476 1.530 2.741
H -3.102 1.204 4.014
C 4.146 -2.856 -1.245
C 3.602 -1.788 -1.939
C 1.498 3.842 -2.569
H -1.258 1.261 5.062
C 1.748 0.321 2.937
H 4.036 -4.023 0.557
N -1.666 0.633 1.026
C 0.981 2.989 -1.598
C 2.572 -1.081 -1.349
H 0.904 0.207 7.079
H -2.582 0.598 -0.802
H -5.776 2.525 2.392
C 0.841 0.894 5.069
C 1.823 2.211 -0.793
C 1.942 0.582 4.280
C -2.750 0.754 0.255
S -0.560 -2.418 1.241
C 3.732 3.210 -1.944
H -0.447 -0.990 -3.257
H 2.943 0.565 4.692
H -6.209 0.810 2.361
C -1.787 0.803 2.351
H 2.316 -3.561 4.942
O -0.025 1.986 7.072
Cl 0.434 4.769 -3.547
H -1.000 -2.323 4.200
C 0.989 1.160 6.550
C 3.648 -3.178 0.007
H -1.711 -1.829 -2.344
C -0.691 -1.439 -2.292
H 1.989 1.551 6.756
O -0.607 -0.461 -1.286
C -0.407 0.962 4.466
H -6.223 1.761 4.530
C -3.007 1.084 2.945
*
```

These are the natural (NBO) partial charges, in e, on atoms 1 to 5: 0.068 0.235 0.251 -0.231 0.478

=====

Density functional theory data (the ωB97M-V functional and the def2-TZVPD basis) for a structure of composition C15H30BrF5GaN2O8S.

The value obtained for the highest occupied orbital energy is -5.8 eV. As for the max |F|: 7.92 eV Å⁻¹. As for the total energy: -182238.5358 eV. For the LUMO energy, the calculation gives 2.07 eV.

ORCA input file:
```
! RIJCOSX wB97M-V def2-TZVPD def2/J DEFGRID3
* xyz -1 1
C -7.128 -0.524 -1.736
O -5.032 1.947 -0.117
F 4.428 -1.274 0.274
H -7.520 2.609 -1.175
H 6.888 -0.296 -2.009
F 3.033 -2.049 -1.682
H -1.276 3.596 0.660
H -0.959 1.020 4.080
H -0.186 -2.903 4.026
F 1.434 -0.549 -0.735
O -0.259 -2.966 -1.401
C 2.109 -1.855 -0.501
C 9.122 -0.465 -0.399
H -0.953 2.089 -4.075
H -3.072 3.598 -0.128
O -0.290 -1.180 2.622
O -1.742 -4.345 1.333
H -0.326 0.855 -2.667
H 6.422 0.096 -0.327
C -2.100 2.133 -2.007
C -1.650 -0.999 3.153
H 9.969 -0.624 -1.073
H -3.612 1.456 1.330
H -2.890 1.287 -2.290
C -2.199 2.945 0.298
H -6.348 2.490 -2.509
H 8.509 -1.369 -0.358
H 9.506 -0.234 0.600
H 0.050 2.718 -2.499
H -5.192 -0.077 -0.076
H -1.853 -1.508 4.187
Br 1.296 -5.911 2.344
C -1.836 0.645 3.375
H -2.896 0.935 3.778
H -2.590 3.179 -2.212
Ga 0.124 -3.910 1.576
H 1.457 -2.293 3.265
N -6.579 0.765 -1.370
N 8.345 0.660 -0.876
S 0.971 -3.340 -0.485
C -5.542 0.891 -0.470
C -7.138 1.959 -1.968
C -2.725 2.156 1.673
C 3.083 -1.701 0.808
H -7.948 1.704 -2.657
O 10.124 2.134 -0.726
F 3.321 -2.949 1.568
C 8.953 1.891 -0.994
C 0.309 -2.458 3.035
H -7.013 -0.664 -2.815
F 2.598 -0.557 1.622
O -1.701 1.900 -0.611
H -6.615 -1.334 -1.212
H -3.025 2.901 2.533
O 1.679 -4.562 -1.121
C 6.952 0.454 -1.214
H 8.273 2.676 -1.365
H 6.489 1.382 -1.559
O -1.591 1.256 2.048
C -0.732 1.937 -2.933
H -2.478 -1.350 2.371
H -8.190 -0.543 -1.475
H -2.257 -3.476 1.268
*
```

These are the natural (NBO) partial charges, in e, on atoms 1 to 5: -0.398 -0.630 -0.350 0.211 0.198

=====

Density functional theory data (the ωB97M-V functional and the def2-TZVPD basis) for the ion H3N6 with charge +1.

The value obtained for the highest occupied orbital energy (spin up / spin down) is -12.5 / -16.7 eV. As for the max |F|: 6.28 eV Å⁻¹. As for the total energy: -8974.1285 eV. For the LUMO energy (spin up / spin down), the calculation gives -5.22 / -8.42 eV. The value obtained for the energy relative to the best compared isomer or geometry (same formula, charge and spin) is 14.4 kcal/mol. Its expectation value of S² is 2.016.

ORCA input file:
```
! RIJCOSX wB97M-V def2-TZVPD def2/J DEFGRID3
* xyz 1 3
N -1.466 0.988 0.073
N 0.272 -0.459 0.004
N -0.112 0.769 -0.083
H 2.056 0.300 -0.259
N 1.533 -0.640 0.010
H 1.893 -1.563 0.131
N -2.126 -0.014 0.000
N -2.593 -1.011 -0.034
H 0.542 1.630 0.157
*
```

These are the natural (NBO) partial charges, in e, on atoms 1 to 5: 0.010 -0.192 -0.115 0.388 -0.438

=====

Density functional theory data (the ωB97M-V functional and the def2-TZVPD basis) for an isolated molecule of C5H4.

The value obtained for the highest occupied orbital energy is -10.4 eV. As for the max |F|: 5.74 eV Å⁻¹. As for the total energy: -5244.1613 eV. For the LUMO energy, the calculation gives 0.77 eV. The value obtained for the energy relative to the best compared isomer or geometry (same formula, charge and spin) is 46.9 kcal/mol. As for the SMILES: C#CCC#C.

ORCA input file:
```
! RIJCOSX wB97M-V def2-TZVPD def2/J DEFGRID3
* xyz 0 1
C -0.147 -0.813 0.030
H 0.122 -1.376 0.861
C 1.309 0.113 -0.093
H 2.943 1.439 0.252
H -3.062 1.293 -0.246
C -1.327 0.048 -0.056
C -2.123 0.967 0.082
H -0.234 -1.447 -0.806
C 2.396 0.578 0.061
*
```

These are the natural (NBO) partial charges, in e, on atoms 1 to 5: -0.468 0.255 0.015 0.232 0.231